Entry from OMol25: a structure of composition C46H59BBrF2N3O5RbS at a distorted geometry (ωB97M-V/def2-TZVPD).

XYZ file:
```
119
C46H59BBrF2N3O5RbS ωB97M-V/def2-TZVPD
Rb -0.23630 0.55682 -0.47472
C 5.30133 -5.19598 -1.53463
C 4.40207 -5.00223 -2.75441
C 3.57011 -6.28329 -2.92822
C 5.31251 -4.83553 -3.97845
C 3.47078 -3.79550 -2.62622
C 3.44198 -2.99446 -1.47849
C 2.60433 -1.89162 -1.35958
N 2.40707 -1.09852 -0.22744
C 3.29138 -1.05052 0.77155
C 4.65877 -1.45600 0.79490
C 5.44483 -1.38024 1.92873
C 4.91125 -0.90908 3.12030
C 3.59892 -0.40568 3.17500
C 2.87080 -0.42970 2.00529
O 1.60222 0.21840 1.93887
C 3.12504 0.12209 4.54252
C 3.87171 1.42191 4.86189
C 3.46724 -0.92468 5.62160
C 1.61908 0.37830 4.70192
C 6.91460 -1.82804 1.91604
C 7.36852 -2.34185 0.55187
C 7.10988 -2.96679 2.92868
C 7.81379 -0.64798 2.30322
C 1.68653 -1.60254 -2.45696
O 0.85345 -0.63084 -2.29857
C 1.71754 -2.41322 -3.61634
C 2.61519 -3.48132 -3.67210
C 0.71485 -2.16681 -4.74184
C -0.71588 -2.34369 -4.21053
C 0.86940 -0.74466 -5.29456
C 0.88467 -3.13716 -5.91315
H 5.93946 -6.07060 -1.68486
H 4.72334 -5.35446 -0.62404
H 5.94768 -4.33296 -1.37371
H 4.21561 -7.15871 -3.04874
H 2.92382 -6.21342 -3.80222
H 2.93168 -6.44031 -2.05841
H 5.98485 -5.69191 -4.08135
H 5.91553 -3.93137 -3.88635
H 4.72904 -4.75140 -4.89448
H 4.05711 -3.28592 -0.64351
H 5.09904 -1.79951 -0.12550
H 5.52069 -0.89604 4.01022
H 4.94863 1.25713 4.86603
H 3.57428 1.80272 5.84172
H 3.66008 2.18973 4.11691
H 4.53484 -1.11571 5.69344
H 2.97522 -1.87301 5.40395
H 3.12424 -0.57465 6.59712
H 1.26748 1.26355 4.17565
H 1.40946 0.54087 5.76249
H 1.03003 -0.47242 4.36018
H 6.78161 -3.20399 0.23670
H 8.41488 -2.64969 0.60621
H 7.28158 -1.57953 -0.22272
H 6.46941 -3.81215 2.67486
H 6.85930 -2.65202 3.94116
H 8.14812 -3.30949 2.92683
H 7.68808 0.17732 1.60146
H 8.86513 -0.94932 2.29762
H 7.57321 -0.27317 3.29798
H 2.64217 -4.09120 -4.56523
H -0.87841 -1.67794 -3.36534
H -0.87655 -3.37351 -3.88412
H -1.44330 -2.12510 -4.99841
H 0.61394 -0.01967 -4.52905
H 0.23011 -0.60126 -6.17245
H 1.90301 -0.56678 -5.59946
H 0.74898 -4.17495 -5.60607
H 1.86878 -3.04946 -6.37722
H 0.13544 -2.91298 -6.67640
C -2.17168 0.45542 2.89628
O -2.50068 0.22070 1.53524
C -3.73934 0.54896 1.11066
C -4.77142 0.98612 1.91709
C -6.02052 1.27600 1.35697
Br -7.40616 1.87678 2.49216
C -6.24567 1.13298 0.01397
C -5.19972 0.69068 -0.82041
C -3.94190 0.40495 -0.28751
O -2.88984 -0.00354 -0.99580
C -5.39066 0.51209 -2.25788
N -4.42061 0.18093 -3.08546
C -5.00684 0.09417 -4.33468
C -4.43578 -0.23130 -5.56277
C -5.26559 -0.24589 -6.66504
C -6.63022 0.05453 -6.55671
C -7.21098 0.37839 -5.34338
C -6.37022 0.39089 -4.23714
N -6.59649 0.66003 -2.89933
H -2.78856 -0.16562 3.55205
H -2.29962 1.51310 3.14375
H -1.12487 0.17915 2.99134
H -4.62398 1.10326 2.98092
H -7.21998 1.37466 -0.38531
H -3.14108 -0.04604 -1.95497
H -3.38389 -0.46529 -5.63500
H -4.85956 -0.49545 -7.63583
H -7.24166 0.03054 -7.44930
H -8.26503 0.60892 -5.26536
H -7.47407 0.88390 -2.47089
F 2.69788 2.24018 1.37094
B 1.61357 1.50912 1.59873
F 0.42736 2.14136 1.52589
O 0.82695 2.55083 -1.71450
S 1.68024 2.13616 -2.88892
C 2.34959 3.67641 -3.59084
C 3.84969 3.71566 -3.28937
C 4.30211 2.26193 -3.15563
C 3.27602 1.59833 -2.25266
H 1.77552 4.47373 -3.12397
H 2.14467 3.67038 -4.66007
H 4.02072 4.23124 -2.34201
H 4.39567 4.26099 -4.06167
H 5.30363 2.16230 -2.73342
H 4.32008 1.77698 -4.13547
H 3.32849 1.99164 -1.23493
H 3.27836 0.51112 -2.20623
```

## Properties
net charge	-1
energy above the lowest of the compared OMol25 structures with the same formula, charge and spin	0.0	kcal per mole
2S+1	1

Atom charges from the Mulliken analysis, given in e for atoms 1 to 5:
1 Rb 0.877
2 C -2.265
3 C 2.410
4 C -1.803
5 C -1.811

***

Entry from OMol25: a structure of composition C46H60AuNOP3 (ωB97M-V/def2-TZVPD).

XYZ file:
```
112
C46H60AuNOP3 ωB97M-V/def2-TZVPD
Au -1.24178 -0.11466 0.27211
C -0.28643 -2.68090 -0.49299
C -0.54792 -1.94853 0.81840
P -1.15466 0.37842 2.59781
C -1.77346 -1.05142 3.53225
C -1.08475 -1.31604 4.71711
C -1.50776 -2.33424 5.56294
C -2.60337 -3.11030 5.21753
C -3.28059 -2.86895 4.02669
C -2.87157 -1.84283 3.19246
C -2.53878 1.56815 2.69587
C -2.24802 2.87333 2.28279
C -3.20291 3.87281 2.35366
C -4.46489 3.58954 2.86259
C -4.74849 2.31359 3.32709
C -3.79295 1.30887 3.25183
P -1.66157 -3.51981 -1.42229
C -2.89704 -2.16882 -1.67894
C -2.97877 -1.62625 -2.96433
C -3.94792 -0.68219 -3.28238
C -4.85566 -0.26697 -2.31772
C -4.77473 -0.77577 -1.02800
C -3.80176 -1.71409 -0.71193
C -2.45285 -4.52737 -0.10551
C -1.71958 -5.01898 0.97536
C -2.30861 -5.85662 1.91418
C -3.63644 -6.23068 1.77864
C -4.36714 -5.77978 0.68690
C -3.77944 -4.94241 -0.24936
H 0.43483 -3.48521 -0.30714
H 0.21053 -2.02703 -1.22026
H 0.39406 -1.80369 1.35498
H -1.23258 -2.47949 1.47218
H -0.21828 -0.71765 4.97670
H -0.97400 -2.52294 6.48624
H -2.92857 -3.90828 5.87314
H -4.12832 -3.48342 3.74891
H -3.40621 -1.65557 2.26794
H -1.25452 3.09866 1.90942
H -2.95623 4.87988 2.03634
H -5.21745 4.36689 2.91034
H -5.71458 2.10029 3.76772
H -4.02603 0.32587 3.63568
H -2.29828 -1.98117 -3.73162
H -4.01659 -0.30496 -4.29617
H -5.63749 0.43857 -2.57275
H -5.47482 -0.45268 -0.26652
H -3.78369 -2.14914 0.27862
H -0.67439 -4.75623 1.08813
H -1.72176 -6.21616 2.75094
H -4.09387 -6.88406 2.51137
H -5.39768 -6.08908 0.56049
H -4.35595 -4.61276 -1.10553
O 0.93358 0.43960 -0.84827
P 2.27777 1.11126 -0.75737
C 3.53055 -0.03655 -0.06470
C 3.29099 -1.48862 -0.50123
C 4.14313 -2.43727 0.34762
C 5.60481 -1.94335 0.47485
C 5.91465 -0.83017 -0.52613
C 5.01262 0.38086 -0.26628
C 2.78177 1.72128 -2.41639
C 3.33897 0.58545 -3.29545
C 2.25479 -0.41022 -3.73012
C 1.00603 0.28964 -4.31702
C 1.22844 1.79095 -4.46966
C 1.57221 2.41708 -3.11658
C 2.16611 2.44431 0.51454
C 1.32384 3.65680 0.07589
C 2.13901 4.72962 -0.65296
C 3.35117 5.16702 0.16592
C 4.23085 3.96119 0.48716
C 3.42867 2.90894 1.24845
H 3.27932 0.00495 1.00380
H 3.55794 -1.61828 -1.54980
H 2.23309 -1.73595 -0.40424
H 4.11939 -3.42836 -0.10831
H 3.69814 -2.53452 1.34121
H 6.29604 -2.77321 0.32944
H 5.78467 -1.55657 1.48158
H 5.79172 -1.19982 -1.54775
H 6.95590 -0.52053 -0.42886
H 5.11974 1.10583 -1.07757
H 5.37856 0.87355 0.63464
H 3.57881 2.44830 -2.23462
H 4.14559 0.05816 -2.78361
H 3.79064 1.04326 -4.17756
H 1.94751 -1.00234 -2.86828
H 2.68697 -1.10098 -4.45532
H 0.15917 0.13835 -3.64083
H 0.73580 -0.15053 -5.27732
H 0.32766 2.26742 -4.86258
H 2.02550 1.98480 -5.19097
H 0.68379 2.33288 -2.48391
H 1.77543 3.47844 -3.25524
H 1.56683 1.86883 1.23308
H 0.90437 4.11411 0.97956
H 0.48285 3.32586 -0.53819
H 1.49572 5.58600 -0.86882
H 2.49305 4.34711 -1.61105
H 3.01675 5.62723 1.10165
H 3.92003 5.92088 -0.38067
H 5.08680 4.26747 1.09083
H 4.62971 3.53792 -0.44207
H 3.09805 3.35499 2.19275
H 4.06014 2.06292 1.51470
C -2.71298 3.35940 -2.50245
C -2.26710 2.38515 -1.52297
N -1.89972 1.64855 -0.73266
H -2.23340 4.31823 -2.31028
H -3.79329 3.47783 -2.43987
H -2.44736 3.01713 -3.50155
```

## Properties
net charge	+1
2S+1	1

Atom charges from the Mulliken analysis, given in e for atoms 1 to 5:
1 Au 1.588
2 C -0.583
3 C -0.917
4 P -0.161
5 C 1.008

***

Number 1: orbital gap 3.94 eV. Number 2: orbital gap 6.87 eV.